No. 1
12
Properties=species:S:1:pos:R:3:forces:R:3:lowdin_charge:R:1 method="wB97M-V/def2-TZVPD" smiles=C#C[C@@H](C#N)CO lumo_energy_ev=0.25 multiplicity=1 homo_ev=-10.554 largest_force_ev_per_a=1.40
C -0.360803 0.435824 -2.132010 0.4 -0.5 0.1 0.14
C 0.197424 0.085038 -1.121024 -0.4 0.4 -0.6 -0.10
C 0.322207 0.417571 0.326255 0.0 0.1 -0.1 -0.28
C -0.657353 1.531814 0.315613 -0.6 0.9 0.0 -0.19
N -1.370083 2.367379 -0.049942 0.5 -0.6 1.2 0.16
C 0.067220 -0.789453 1.249615 -0.2 0.2 0.1 -0.24
O 1.029247 -1.775319 0.972097 0.0 -0.1 -0.2 -0.05
H -0.947000 0.877390 -2.907522 0.2 -0.4 -0.3 0.06
H 1.315080 0.817133 0.559450 -0.1 -0.1 -0.1 0.15
H -0.959132 -1.159448 1.118843 0.1 0.1 0.0 0.13
H 0.202202 -0.513277 2.299742 -0.1 0.1 -0.2 0.13
H 0.985729 -1.962881 0.023078 0.0 -0.1 0.2 0.08



No. 2
19
Properties=species:S:1:pos:R:3:forces:R:3:lowdin_charge:R:1 method="wB97M-V/def2-TZVPD" smiles="C/C=C/C=C/C.O" lumo_energy_ev=0.97 multiplicity=1 homo_ev=-8.232 largest_force_ev_per_a=4.72
C -2.526201 1.870067 -0.567060 -0.8 1.2 1.3 -0.12
C -1.647344 1.042888 0.273647 -1.2 -2.2 0.7 -0.17
C -1.006162 -0.070278 -0.141733 0.4 1.9 -1.7 -0.17
C -0.026719 -0.635535 0.703609 0.1 -3.9 2.6 -0.18
C 0.991615 -1.446189 0.295020 0.0 2.6 -2.1 -0.17
C 2.043033 -2.165876 1.084471 -0.5 1.2 1.9 -0.11
H -1.977106 2.069138 -1.440851 0.2 0.5 -1.5 0.05
H -3.497337 1.396288 -0.798380 0.4 0.3 0.1 0.09
H -2.669223 2.843275 -0.011175 -0.2 -0.9 -0.9 0.09
H -1.823251 1.139479 1.365708 0.9 0.2 -0.6 0.12
H -0.949464 -0.458515 -1.186081 -0.4 0.9 0.5 0.13
H -0.489281 -0.724923 1.739606 1.5 0.4 -0.6 0.14
H 1.177787 -1.310038 -0.834333 -0.2 -0.8 1.6 0.11
H 3.030137 -2.336814 0.642106 -0.7 -0.4 -0.5 0.07
H 1.494924 -3.015187 1.493292 0.8 -0.7 -0.1 0.07
H 2.316766 -1.562993 1.995581 -0.5 -0.4 -0.7 0.09
O 2.150858 1.104541 -1.280872 -0.3 0.4 -0.9 -0.08
H 2.084126 1.666156 -2.086668 0.0 -0.6 0.9 0.05
H 1.322842 0.594514 -1.245888 0.4 0.4 0.0 -0.01



No. 3
25
Properties=species:S:1:pos:R:3:forces:R:3:lowdin_charge:R:1 method="wB97M-V/def2-TZVPD" lumo_energy_ev="-16.09 / -16.67" multiplicity=1 total_charge=+4 homo_ev="-22.389 / -22.400" largest_force_ev_per_a=9.57
La -2.919611 -1.947007 -3.593035 3.1 -4.9 0.2 1.55
In -1.594958 1.003128 -0.196286 0.4 -0.6 -1.4 0.87
Cl -0.466287 -1.506041 -4.280789 -0.7 0.2 0.4 -0.10
Cl -2.751471 -1.256552 -0.857958 0.1 0.5 -0.1 -0.02
C -2.574839 0.994216 1.845488 -1.5 -3.9 5.4 0.02
C -3.084484 0.193334 -4.703368 -1.1 7.8 -3.5 -0.16
C -4.936841 -0.647735 -3.297470 -7.7 5.6 0.8 -0.15
O -2.814464 0.298223 2.740481 0.9 3.7 -4.1 0.24
O -3.316984 1.258992 -5.101373 1.4 -5.2 1.8 0.24
O -5.835552 0.088725 -3.237959 4.5 -3.9 -0.2 0.24
N 1.898408 -1.685582 0.463295 0.8 0.5 1.2 0.23
C 0.709011 -1.443703 -0.135051 -0.1 0.7 0.3 -0.03
N 0.241447 -0.246181 0.212403 -0.6 -0.3 0.0 -0.02
C 1.157603 0.312472 1.108548 -0.8 1.8 0.1 -0.20
C 1.174236 1.581682 1.664993 -0.9 -1.3 -1.0 0.06
C 2.310704 1.939114 2.408035 -0.7 1.0 0.3 0.11
C 3.370749 1.044506 2.567820 2.1 -2.9 -0.3 0.08
C 3.353747 -0.245117 1.993935 1.3 0.9 1.3 0.11
C 2.209926 -0.597320 1.295770 0.0 -1.3 -1.7 -0.07
H 2.475644 -2.533886 0.358033 -0.4 0.4 0.0 0.22
H 0.224266 -2.162449 -0.805704 0.3 0.4 0.3 0.15
H 0.343151 2.267818 1.500420 0.3 0.2 0.1 0.11
H 2.379344 2.919630 2.877630 -0.1 -0.1 -0.1 0.17
H 4.269141 1.345161 3.123992 -0.4 0.0 -0.2 0.17
H 4.178115 -0.975428 2.048148 -0.2 0.7 0.3 0.17



No. 4
15
Properties=species:S:1:pos:R:3:forces:R:3:lowdin_charge:R:1 method="wB97M-V/def2-TZVPD" lumo_energy_ev="-14.72 / -17.30" multiplicity=8 total_charge=+3 homo_ev="-23.891 / -22.383" largest_force_ev_per_a=2.05
O 2.304686 0.303013 1.253921 0.1 0.0 0.0 -0.03
S 1.826159 0.589195 -0.037727 -0.3 0.1 -0.1 0.76
O 2.881794 0.397064 -1.069734 0.0 0.0 -0.1 0.14
F 1.261728 1.952952 -0.206689 0.1 0.3 0.2 0.05
N 0.528293 -0.296313 -0.545205 0.4 -0.5 0.0 -0.21
O 1.007973 -1.618797 -0.653267 -0.2 0.0 0.2 0.00
C -0.742233 -0.312523 0.176650 -0.3 0.7 -0.5 -0.25
C -1.642208 0.974312 0.008019 0.3 0.0 -0.1 -0.12
F -1.189877 1.619037 -1.097631 -0.1 -0.1 0.1 0.04
H 1.028446 -1.827392 -1.610221 0.1 0.0 -0.1 0.18
H -1.273765 -1.165639 -0.265051 0.0 -0.1 -0.3 0.10
H -0.564760 -0.536144 1.261732 0.4 1.2 -0.4 -0.08
H -1.590121 1.625223 0.881408 0.1 0.1 0.0 0.15
H -2.672460 0.657151 -0.156609 -0.1 0.0 0.0 0.15
Gd -1.163656 -2.361137 2.060404 -0.4 -1.8 0.9 2.11



Copy entry 3 word for word.
25
Properties=species:S:1:pos:R:3:forces:R:3:lowdin_charge:R:1 method="wB97M-V/def2-TZVPD" lumo_energy_ev="-16.09 / -16.67" multiplicity=1 total_charge=+4 homo_ev="-22.389 / -22.400" largest_force_ev_per_a=9.57
La -2.919611 -1.947007 -3.593035 3.1 -4.9 0.2 1.55
In -1.594958 1.003128 -0.196286 0.4 -0.6 -1.4 0.87
Cl -0.466287 -1.506041 -4.280789 -0.7 0.2 0.4 -0.10
Cl -2.751471 -1.256552 -0.857958 0.1 0.5 -0.1 -0.02
C -2.574839 0.994216 1.845488 -1.5 -3.9 5.4 0.02
C -3.084484 0.193334 -4.703368 -1.1 7.8 -3.5 -0.16
C -4.936841 -0.647735 -3.297470 -7.7 5.6 0.8 -0.15
O -2.814464 0.298223 2.740481 0.9 3.7 -4.1 0.24
O -3.316984 1.258992 -5.101373 1.4 -5.2 1.8 0.24
O -5.835552 0.088725 -3.237959 4.5 -3.9 -0.2 0.24
N 1.898408 -1.685582 0.463295 0.8 0.5 1.2 0.23
C 0.709011 -1.443703 -0.135051 -0.1 0.7 0.3 -0.03
N 0.241447 -0.246181 0.212403 -0.6 -0.3 0.0 -0.02
C 1.157603 0.312472 1.108548 -0.8 1.8 0.1 -0.20
C 1.174236 1.581682 1.664993 -0.9 -1.3 -1.0 0.06
C 2.310704 1.939114 2.408035 -0.7 1.0 0.3 0.11
C 3.370749 1.044506 2.567820 2.1 -2.9 -0.3 0.08
C 3.353747 -0.245117 1.993935 1.3 0.9 1.3 0.11
C 2.209926 -0.597320 1.295770 0.0 -1.3 -1.7 -0.07
H 2.475644 -2.533886 0.358033 -0.4 0.4 0.0 0.22
H 0.224266 -2.162449 -0.805704 0.3 0.4 0.3 0.15
H 0.343151 2.267818 1.500420 0.3 0.2 0.1 0.11
H 2.379344 2.919630 2.877630 -0.1 -0.1 -0.1 0.17
H 4.269141 1.345161 3.123992 -0.4 0.0 -0.2 0.17
H 4.178115 -0.975428 2.048148 -0.2 0.7 0.3 0.17